Entry 1:
DFT (ωB97M-V/def2-TZVPD) results for C23H23BiN8O2S2 as an isolated structure at a distorted geometry.

Results
HOMO-LUMO gap (eV): 7.032
HOMO energy (eV): -13.8

Geometry as ORCA input:
```
! wB97M-V def2-TZVPD RIJCOSX def2/J DEFGRID3
* xyz 2 1
Bi -0.469 -0.487 0.161
C -1.516 -2.919 -3.600
C -0.659 -2.122 -2.623
N -0.610 -2.402 -1.329
N -1.012 -3.656 -0.917
C -1.880 -3.896 0.140
N -1.944 -5.220 0.389
S -2.813 -2.691 0.880
C 0.083 -0.942 -3.023
C 0.145 -0.536 -4.367
C 0.641 0.671 -4.657
C 1.318 1.348 -3.636
C 1.423 0.813 -2.350
N 0.709 -0.262 -2.044
H -2.080 -3.667 -3.068
H -0.969 -3.230 -4.463
H -2.291 -2.214 -4.013
H -0.703 -4.404 -1.521
H -1.131 -5.777 0.199
H -2.573 -5.493 1.146
H -0.282 -1.218 -5.155
H 0.610 1.152 -5.652
H 1.787 2.267 -3.906
H 2.003 1.274 -1.537
O 0.000 3.484 -1.121
C -0.471 2.483 -0.559
O 0.318 1.613 0.067
C -1.948 2.211 -0.642
C -2.865 3.332 -0.612
C -4.224 3.129 -0.779
C -4.659 1.820 -0.988
C -3.769 0.794 -1.048
N -2.450 1.006 -0.830
H -2.393 4.314 -0.477
H -4.972 3.924 -0.755
H -5.694 1.588 -1.193
H -4.071 -0.253 -1.335
C 4.963 -0.506 0.396
N 4.156 0.064 1.488
C 4.661 1.062 2.345
C 3.694 1.415 3.166
N 2.540 0.648 2.796
C 2.846 -0.229 1.824
S 1.938 -1.435 1.121
C 1.339 0.791 3.518
C 1.327 1.554 4.700
C 0.155 1.882 5.311
C -0.999 1.261 4.889
C -0.908 0.390 3.831
N 0.218 0.206 3.093
H 5.564 0.288 -0.087
H 4.264 -0.998 -0.295
H 5.635 -1.261 0.770
H 5.752 1.178 2.336
H 3.541 2.159 3.973
H 2.253 1.882 5.143
H 0.198 2.642 6.043
H -1.953 1.367 5.340
H -1.773 -0.196 3.517
*
```

The computed natural (NBO) charges, all in e, follow: atom 1 (Bi): 1.900, atom 2 (C): -0.698, atom 3 (C): 0.348, atom 4 (N): -0.374, atom 5 (N): -0.468, atom 6 (C): 0.300, atom 7 (N): -0.763, atom 8 (S): -0.187, atom 9 (C): 0.089, atom 10 (C): -0.180, atom 11 (C): -0.139, atom 12 (C): -0.182, atom 13 (C): 0.085, atom 14 (N): -0.506, atom 15 (H): 0.250, atom 16 (H): 0.261, atom 17 (H): 0.272, atom 18 (H): 0.408, atom 19 (H): 0.411, atom 20 (H): 0.438, atom 21 (H): 0.246, atom 22 (H): 0.263, atom 23 (H): 0.254, atom 24 (H): 0.254, atom 25 (O): -0.562, atom 26 (C): 0.736, atom 27 (O): -0.875, atom 28 (C): 0.086, atom 29 (C): -0.176, atom 30 (C): -0.144, atom 31 (C): -0.215, atom 32 (C): 0.024, atom 33 (N): -0.522, atom 34 (H): 0.259, atom 35 (H): 0.254, atom 36 (H): 0.246, atom 37 (H): 0.223, atom 38 (C): -0.418, atom 39 (N): -0.322, atom 40 (C): -0.027, atom 41 (C): -0.054, atom 42 (N): -0.351, atom 43 (C): 0.275, atom 44 (S): -0.220, atom 45 (C): 0.369, atom 46 (C): -0.240, atom 47 (C): -0.121, atom 48 (C): -0.234, atom 49 (C): 0.049, atom 50 (N): -0.472, atom 51 (H): 0.235, atom 52 (H): 0.239, atom 53 (H): 0.232, atom 54 (H): 0.262, atom 55 (H): 0.260, atom 56 (H): 0.224, atom 57 (H): 0.244, atom 58 (H): 0.245, atom 59 (H): 0.207

Entry 2:
DFT (ωB97M-V/def2-TZVPD) results for C6H19NO3SSi2 as an isolated structure at a distorted geometry.

Results
HOMO-LUMO gap (eV): 10.729
HOMO energy (eV): -10.1

Geometry as ORCA input:
```
! wB97M-V def2-TZVPD RIJCOSX def2/J DEFGRID3
* xyz 0 1
O -0.916 0.511 -1.016
O 1.567 -0.066 -1.029
O -0.222 -1.535 0.170
N 0.429 0.813 1.065
C -1.434 -4.058 0.284
C -1.193 -2.538 -2.331
C -3.181 -1.479 0.000
C 1.388 3.287 2.231
C 3.253 1.668 0.460
C 0.733 3.173 -0.714
Si -1.567 -2.321 -0.506
Si 1.493 2.234 0.729
S 0.238 -0.128 -0.350
H 0.965 0.280 1.741
H -1.442 -4.040 1.375
H -2.188 -4.724 -0.069
H -0.479 -4.453 -0.005
H -0.898 -3.567 -2.491
H -2.128 -2.279 -2.860
H -0.408 -1.874 -2.647
H -3.438 -1.597 1.023
H -3.213 -0.444 -0.316
H -3.959 -1.936 -0.609
H 1.265 2.624 3.084
H 2.280 3.811 2.457
H 0.527 3.956 2.161
H 3.841 2.443 -0.050
H 3.764 1.536 1.406
H 3.265 0.751 -0.106
H 1.405 3.865 -1.218
H -0.175 3.689 -0.446
H 0.430 2.400 -1.422
*
```

The computed natural (NBO) charges, all in e, follow: atom 1 (O): -0.942, atom 2 (O): -0.918, atom 3 (O): -1.012, atom 4 (N): -1.210, atom 5 (C): -1.108, atom 6 (C): -1.133, atom 7 (C): -1.126, atom 8 (C): -1.137, atom 9 (C): -1.140, atom 10 (C): -1.125, atom 11 (Si): 1.839, atom 12 (Si): 1.767, atom 13 (S): 2.439, atom 14 (H): 0.393, atom 15 (H): 0.239, atom 16 (H): 0.238, atom 17 (H): 0.235, atom 18 (H): 0.243, atom 19 (H): 0.246, atom 20 (H): 0.256, atom 21 (H): 0.244, atom 22 (H): 0.266, atom 23 (H): 0.239, atom 24 (H): 0.235, atom 25 (H): 0.243, atom 26 (H): 0.246, atom 27 (H): 0.244, atom 28 (H): 0.230, atom 29 (H): 0.270, atom 30 (H): 0.241, atom 31 (H): 0.240, atom 32 (H): 0.259

Entry 3:
DFT (ωB97M-V/def2-TZVPD) results for a 2-piece molecular cluster, C4H15N2OS overall at a distorted geometry.

Results
Expectation value of S²: 0.75
HOMO-LUMO gap (spin up / spin down) (eV): 3.408 / 9.112
HOMO energy (spin up / spin down) (eV): -3.2 / -9.0

Geometry as ORCA input:
```
! wB97M-V def2-TZVPD RIJCOSX def2/J DEFGRID3
* xyz 0 2
C 1.293 0.016 0.601
N -0.011 0.625 0.601
C -0.883 0.156 -0.482
C -1.277 -1.369 -0.418
S -0.811 -2.190 -1.976
C 2.243 0.598 -0.492
N 1.934 2.027 -0.693
H 1.428 -1.064 0.750
H 1.756 0.309 1.557
H -0.469 0.683 1.497
H -0.250 0.341 -1.334
H -1.846 0.654 -0.441
H -0.809 -1.842 0.432
H -2.350 -1.302 -0.323
H -1.938 -2.759 -2.383
H 1.993 0.028 -1.381
H 3.239 0.398 -0.121
H 1.809 2.330 -1.703
H 2.508 2.697 -0.110
H 0.985 2.162 -0.290
H -3.342 -0.501 1.741
H -2.674 -1.057 2.958
O -2.529 -0.942 2.010
*
```

The computed natural (NBO) charges, all in e, follow: atom 1 (C): -0.256, atom 2 (N): -0.652, atom 3 (C): -0.239, atom 4 (C): -0.532, atom 5 (S): -0.070, atom 6 (C): -0.325, atom 7 (N): -1.107, atom 8 (H): 0.193, atom 9 (H): 0.205, atom 10 (H): 0.391, atom 11 (H): 0.191, atom 12 (H): 0.203, atom 13 (H): 0.223, atom 14 (H): 0.222, atom 15 (H): 0.129, atom 16 (H): 0.214, atom 17 (H): 0.229, atom 18 (H): 0.277, atom 19 (H): 0.273, atom 20 (H): 0.426, atom 21 (H): 0.472, atom 22 (H): 0.477, atom 23 (O): -0.943

The ΔE to the lowest compared entry with this formula, charge and spin results, record by record, are as follows: 1.350 0.000 0.745 eV.
The calculated total energy results, record by record, are as follows: -2489.2794 -1497.7666 -744.1764 Ha.